(1)
C27H45AsBN11OPPtS | ωB97M-V with the def2-TZVPD basis set

The geometry in XYZ format:
```
89
Properties=species:S:1:pos:R:3
Pt -1.00 0.34 1.19
C -0.45 3.87 -1.11
C -1.05 2.64 -0.87
N -0.63 2.17 0.30
N 0.21 3.09 0.85
C 0.34 4.12 0.00
B 0.61 2.79 2.32
N -0.76 2.43 3.07
C -1.28 3.04 4.15
C -2.44 2.39 4.53
C -2.60 1.37 3.61
N -1.60 1.42 2.73
N 1.50 1.52 2.33
C 2.80 1.34 2.62
C 3.07 -0.02 2.60
C 1.85 -0.62 2.27
N 0.93 0.33 2.12
N 1.29 3.91 3.03
C 1.80 3.89 4.30
C 2.28 5.14 4.58
C 2.02 5.88 3.40
N 1.43 5.14 2.48
H -0.59 4.51 -1.96
H -1.77 2.10 -1.45
H 0.94 4.96 0.28
H -0.78 3.89 4.58
H -3.08 2.63 5.36
H -3.35 0.60 3.53
H 3.43 2.18 2.86
H 4.00 -0.50 2.80
H 1.59 -1.66 2.16
H 1.78 2.99 4.90
H 2.74 5.47 5.49
H 2.24 6.91 3.20
C -4.73 -0.08 0.80
As -3.79 -1.76 0.74
C -3.60 -2.33 -1.07
C -4.91 -3.07 1.58
S -1.94 -1.73 1.87
H -5.51 -0.11 0.04
H -4.05 0.75 0.61
H -5.17 0.03 1.79
H -4.50 -2.04 -1.62
H -3.52 -3.42 -1.07
H -2.72 -1.90 -1.52
H -5.82 -3.18 0.98
H -5.16 -2.74 2.59
H -4.38 -4.02 1.62
O 0.00 -0.54 -0.39
P 0.72 -1.28 -1.51
N -0.24 -1.36 -2.85
C 0.03 -2.25 -3.99
C -1.28 -2.21 -4.76
C -1.80 -0.77 -4.55
C -0.95 -0.20 -3.39
N 2.14 -0.49 -1.71
C 3.19 -0.97 -2.63
C 3.65 0.30 -3.34
C 3.54 1.35 -2.24
C 2.26 0.97 -1.49
N 1.16 -2.84 -1.29
C 2.33 -3.15 -0.41
C 1.85 -4.28 0.52
C 0.33 -4.27 0.39
C 0.13 -3.87 -1.06
H 0.32 -3.24 -3.65
H 0.85 -1.85 -4.60
H -1.97 -2.94 -4.34
H -1.14 -2.45 -5.81
H -2.86 -0.77 -4.31
H -1.68 -0.17 -5.44
H -1.55 0.27 -2.62
H -0.25 0.54 -3.78
H 2.80 -1.73 -3.31
H 4.01 -1.42 -2.06
H 2.99 0.54 -4.17
H 4.66 0.20 -3.73
H 3.50 2.37 -2.62
H 4.40 1.28 -1.57
H 1.40 1.50 -1.91
H 2.32 1.20 -0.43
H 2.64 -2.26 0.13
H 3.17 -3.48 -1.03
H 2.20 -4.15 1.54
H 2.24 -5.24 0.17
H -0.12 -3.52 1.05
H -0.12 -5.24 0.62
H -0.86 -3.48 -1.30
H 0.33 -4.72 -1.72
```

As for the HOMO energy (spin up / spin down): -0.5020 / -0.5020 hartree. As for the HOMO-LUMO gap (spin up / spin down): 7.9 / 6.3 eV. Its multiplicity is 2. Its LUMO energy (spin up / spin down) is -5.7764 / -7.3947 eV. As for the total charge: +2. The total energy comes out at -4852.57853 hartree. As for the expectation value of S²: 0.75.


(2)
C9H10I2O | ωB97M-V with the def2-TZVPD basis set

The geometry in XYZ format:
```
22
Properties=species:S:1:pos:R:3
C -1.17 -0.38 1.22
C -0.93 0.82 1.67
C -1.09 -0.66 -0.29
C -0.06 1.59 -0.43
C -0.45 1.88 0.83
C -0.33 0.36 -1.09
C -0.17 3.14 1.54
C 3.03 0.50 -2.06
C 3.21 -0.21 -0.92
O 0.13 0.10 -2.14
I 2.83 -2.21 -0.63
I 3.70 0.81 0.92
H -1.42 -1.22 1.84
H -1.02 0.94 2.69
H -2.10 -0.37 -0.74
H 0.20 2.43 -0.98
H -0.25 3.97 0.89
H -0.74 3.42 2.32
H 0.82 3.05 1.92
H -0.96 -1.68 -0.70
H 2.74 -0.17 -2.89
H 3.23 1.56 -2.28
```

As for the HOMO energy: -0.3250 hartree. As for the HOMO-LUMO gap: 8.9 eV. Its multiplicity is 1. Its LUMO energy is 0.0377 eV. The total energy comes out at -1019.46687 hartree.